The following is a DFT calculation (the ωB97M-V functional and the def2-TZVPD basis) of C5H8N2O in the gas phase in a non-equilibrium geometry.

Output
Energy (hartree): -379.9695
SMILES: C=C1CONC(C)=N1
Energy relative to the best compared isomer or geometry (same formula, charge and spin) (kcal per mole): 74.46
Lowest unoccupied orbital energy (eV): 0.8

Geometry as XYZ:
```
16
C5H8N2O, DFT the ωB97M-V functional and the def2-TZVPD basis
C 1.61352 -2.07281 0.08064
C 0.62050 -1.17939 -0.04502
C -0.73400 -1.44613 -0.74620
O -1.08830 -0.25901 -1.42698
N -1.20563 0.84734 -0.50706
C -0.06982 1.00279 0.22240
C -0.06948 2.31992 0.94018
N 0.82730 0.09311 0.48434
H 2.47801 -1.83970 0.64024
H 1.40584 -3.11013 -0.20639
H -0.56307 -2.12767 -1.55475
H -1.46733 -1.86435 -0.02925
H -1.54730 1.68068 -1.03576
H 0.43254 3.08351 0.23333
H -1.18242 2.55412 1.03087
H 0.54964 2.31771 1.91940
```